Entry 1:
123
Properties=species:S:1:pos:R:3:forces:R:3:mulliken_charge:R:1 method="wB97M-V/def2-TZVPD" charge=-1 e_tot_ha=-16240.786355 orbital_gap_ha=0.2569 lumo_energy_ev=-0.200 homo_energy_ha=-0.264
C 2.9703 -0.1717 -3.7000 -0.7 1.8 -0.7 -0.604
C 2.1280 -1.3331 -4.0046 0.2 0.9 -0.4 0.311
O 1.2679 -1.4209 -4.8039 -0.2 -0.8 0.2 -0.425
N 2.5209 -2.5246 -3.1473 1.3 -1.1 -1.1 0.091
H 2.0997 -3.3858 -3.5200 -0.1 0.4 -0.2 0.480
H 3.5455 -2.6073 -3.3369 -0.7 0.0 0.8 0.469
C 2.1197 -2.4270 -1.7331 -0.9 -1.4 0.7 -0.272
H 2.7147 0.1945 -2.6935 0.5 -0.1 -0.2 -0.036
H 2.6446 0.5998 -4.4196 -0.1 -0.2 0.5 0.274
H 4.0335 -0.2380 -3.9127 0.2 -0.6 0.6 0.488
H 1.0270 -2.3787 -1.8207 0.3 0.2 0.6 0.178
H 2.5314 -1.5855 -1.2029 0.2 0.2 -0.3 0.025
H 2.4019 -3.3802 -1.2255 -0.1 0.8 -0.4 0.074
C 0.9245 -0.7705 0.8103 0.1 0.2 0.7 -0.456
C 0.3164 0.0590 -0.2833 0.3 -1.6 0.8 0.293
O 0.2525 -0.1768 -1.4508 0.3 -0.4 -0.8 -0.363
N -0.2846 1.2301 0.2097 0.0 1.3 -0.1 2.546
H -0.4201 1.8294 -0.6705 -0.1 0.2 0.5 0.132
H -1.2091 1.0644 0.5832 -0.8 -0.2 0.2 0.148
C 0.5417 2.0084 1.2022 -0.5 -0.3 -1.4 -1.233
H 1.9539 -0.4486 1.0503 -0.4 0.0 -0.2 -0.053
H 0.9143 -1.8375 0.6266 -0.1 -0.1 -0.3 0.672
H 0.2938 -0.5818 1.6951 0.5 -0.3 -0.2 -0.864
H 0.0123 2.9600 1.2199 0.5 -0.1 0.7 0.609
H 1.4882 2.0772 0.7011 0.6 0.6 0.1 0.651
H 0.6724 1.4330 2.1050 -0.4 0.4 0.3 -0.349
C -2.1808 -4.9600 -2.2469 -1.8 0.6 0.6 -0.805
C -2.0014 -4.0155 -3.3546 -1.7 -0.2 1.0 0.671
O -1.0136 -3.7885 -3.9232 2.0 0.4 -1.5 -0.427
N -3.2034 -3.0979 -3.7072 0.1 0.7 -0.5 0.054
H -3.5761 -3.3368 -4.6436 0.6 0.2 0.4 0.406
H -4.0427 -3.1068 -3.1090 0.5 -0.4 0.4 0.437
C -2.7182 -1.6119 -3.6415 -0.6 -0.8 0.1 -0.943
H -1.9766 -4.3492 -1.3491 -0.1 -0.3 0.1 0.001
H -1.5509 -5.8216 -2.2790 0.6 -0.3 -0.2 0.408
H -3.2352 -5.2626 -2.1761 0.3 0.0 0.2 0.351
H -1.8388 -1.4789 -4.2626 -0.1 -0.1 0.0 0.364
H -2.5172 -1.4763 -2.5832 0.1 0.3 -0.1 0.037
H -3.5601 -0.9988 -3.9501 0.1 0.1 0.0 0.540
C 3.2247 -4.6151 1.7215 0.7 -1.0 -0.9 -0.530
C 3.8831 -4.1248 2.9316 -0.6 0.9 2.5 0.705
O 3.3828 -3.8340 3.9729 0.8 -0.4 -0.9 -0.456
N 5.4608 -3.8694 2.8902 -1.0 -0.2 -2.4 0.031
H 5.4732 -2.8772 2.6507 0.4 0.8 0.2 0.131
H 5.8635 -4.0054 3.8012 0.0 -0.1 0.6 0.400
C 6.2450 -4.5243 1.7694 -0.2 -0.5 0.6 -0.770
H 3.7323 -5.5672 1.5196 0.0 0.1 -0.5 0.464
H 3.4306 -3.9186 0.8990 -0.3 -0.3 0.2 -0.297
H 2.1744 -4.8924 1.8424 0.2 0.7 0.4 0.389
H 7.2466 -4.0930 1.6883 -0.4 0.1 0.1 0.299
H 5.6834 -4.4241 0.8505 0.2 0.4 0.0 0.276
H 6.3055 -5.5818 1.9835 0.2 -0.3 0.2 0.397
C -1.7232 -1.3108 5.1464 -2.3 -0.1 0.0 -1.068
C -0.4584 -0.6679 4.9689 3.4 0.3 0.4 0.758
O 0.5499 -1.0118 4.4350 -1.1 -0.5 -0.2 -0.422
N -0.2814 0.7164 5.6927 -1.4 0.9 -1.1 0.205
H -1.1548 1.1346 5.2970 0.3 0.7 0.8 0.041
H -0.2724 0.7655 6.7015 -0.7 -0.6 0.3 0.380
C 0.8894 1.4850 5.2413 0.9 -0.7 -2.2 -0.701
H -2.5222 -0.8216 4.5461 0.7 -0.1 -0.1 0.107
H -2.1261 -1.1214 6.1517 0.4 -0.5 0.0 0.429
H -1.6772 -2.3538 4.8307 0.0 0.1 0.3 0.404
H 1.7688 1.3058 5.8437 -0.1 0.1 0.3 0.387
H 0.7244 2.5104 4.9664 -0.6 0.6 0.8 0.395
H 1.1143 1.0840 4.2476 0.3 0.0 0.3 -0.047
C -6.5345 -1.4722 -1.8783 -1.8 0.1 1.6 0.541
F -7.7455 -1.6255 -2.5112 1.7 -0.4 -0.1 -0.245
F -6.7020 -2.0817 -0.6702 0.6 0.6 -1.2 -0.226
F -5.5379 -2.1431 -2.5176 -0.5 0.0 -0.4 -0.431
S -6.2875 0.3815 -1.7559 -1.1 -0.8 0.2 0.986
O -6.3350 0.7720 -3.1519 0.0 0.2 0.8 -0.640
O -7.3678 0.6508 -0.8343 0.5 0.3 -1.1 -0.677
N -4.9277 0.5064 -1.0417 0.3 0.3 -0.1 -0.429
S -3.6522 1.3488 -1.4499 -3.5 -0.2 -1.0 1.313
O -2.8823 1.3780 -0.2914 1.8 0.8 2.5 -0.844
O -3.0142 0.9097 -2.6340 0.5 0.0 -1.5 -0.683
C -4.2480 3.1478 -1.8290 1.4 2.1 0.3 0.317
F -3.2025 3.8900 -1.3750 -0.3 -0.6 -0.4 -0.171
F -4.3118 3.3855 -3.1669 -0.7 -0.7 1.8 -0.184
F -5.3119 3.6894 -1.1488 0.7 -1.7 -1.4 -0.215
C 1.7513 3.7080 -3.0920 -0.7 1.7 1.5 0.238
F 2.0659 4.6773 -2.1567 -0.3 -1.4 -1.5 -0.240
F 2.1286 4.1420 -4.2969 0.2 -0.6 0.5 -0.220
F 2.3592 2.5828 -2.7225 0.7 -0.1 -0.5 -0.111
S -0.0799 3.3990 -3.0420 -1.1 -2.4 1.0 1.093
O -0.4136 2.4107 -4.1056 1.1 1.9 2.1 -0.870
O -0.2570 2.9653 -1.5994 0.6 1.1 -3.4 -0.841
N -0.6316 4.8190 -3.1903 0.9 -2.0 0.5 -0.116
S -1.2865 5.4681 -4.4517 0.4 0.2 1.6 0.919
O -0.5858 5.4502 -5.6736 0.9 -0.3 -1.3 -0.663
O -2.6742 5.3029 -4.4077 -2.4 -0.4 -0.7 -0.609
C -0.9764 7.0180 -3.6721 -0.1 2.5 -0.5 0.699
F -1.5393 7.9412 -4.5137 0.4 0.2 0.5 -0.261
F -1.5328 7.1600 -2.4752 0.0 0.0 -0.3 -0.204
F 0.3350 7.2856 -3.5588 -0.4 0.1 -0.2 -0.243
As 5.3652 -0.7853 0.4806 0.6 3.5 0.4 2.032
F 4.2167 -0.2693 1.7106 0.0 -1.0 -1.2 -0.446
F 4.2624 -0.4862 -0.9135 0.7 -0.3 1.3 -0.575
F 6.6500 -1.1408 -0.5968 -0.1 -1.0 -0.3 -0.471
F 6.3986 -1.2682 1.8536 -0.3 -0.5 -0.4 -0.587
F 4.7858 -2.4685 0.4493 -0.1 0.4 0.1 -0.489
F 6.0088 0.8606 0.4766 -0.9 -1.5 0.0 -0.470
As 2.8910 4.4140 2.5930 1.3 1.6 -1.6 2.015
F 1.5939 4.5503 1.4174 0.2 -0.4 0.7 -0.486
F 1.9653 5.2441 3.7769 -0.5 -0.2 0.2 -0.507
F 4.2070 4.3569 3.7521 -0.2 0.0 -0.5 -0.523
F 3.8415 3.5380 1.4045 -0.1 0.4 0.3 -0.498
F 3.4428 5.9884 1.9263 0.0 -1.3 0.8 -0.541
F 2.3851 2.8331 3.1496 -0.6 0.1 0.3 -0.534
As -2.9091 2.4100 3.5825 0.1 1.0 -0.5 1.960
F -4.2141 1.5969 2.8365 0.7 -0.7 -0.4 -0.421
F -3.1553 1.5640 5.1193 -0.3 -0.2 0.0 -0.527
F -1.7829 3.3677 4.5142 0.5 -0.6 0.1 -0.466
F -2.1488 3.1374 2.1800 -1.1 -0.5 0.3 -0.366
F -4.0996 3.6346 3.8571 0.5 0.2 0.3 -0.484
F -1.7652 1.0210 3.2585 -0.1 0.6 0.3 -0.477
As -2.8109 -2.7425 1.2562 -1.0 0.0 1.4 2.137
F -4.0000 -1.4949 1.6480 1.5 -1.0 -0.6 -0.454
F -3.2658 -3.5646 2.7674 0.5 0.5 -1.0 -0.517
F -1.6318 -4.0371 0.9557 -0.1 0.1 -0.2 -0.586
F -2.3720 -2.0258 -0.2749 0.3 0.3 0.0 -0.455
F -1.4671 -1.9058 2.0584 -1.0 -0.1 -0.3 -0.529
F -3.9770 -3.6651 0.3338 0.1 0.0 0.3 -0.503

***

Entry 2:
86
Properties=species:S:1:pos:R:3:forces:R:3:mulliken_charge:R:1 method="wB97M-V/def2-TZVPD" charge=+1 e_tot_ha=-6933.731292 orbital_gap_ha=0.0419 lumo_energy_ev=-5.935 homo_energy_ha=-0.260
C 5.7957 -2.1720 0.8240 -0.3 -0.3 0.4 -1.516
C 4.6780 -2.0146 -0.1965 -0.1 0.5 0.3 0.515
O 3.4506 -2.4178 0.4220 0.1 -0.4 0.0 -0.582
C 4.5247 -0.5538 -0.7236 0.4 -1.3 -0.2 -0.924
O 3.4373 0.0823 -0.0562 -0.4 0.9 -1.2 0.091
C 3.7644 1.2518 0.5447 1.4 -0.1 2.6 0.259
O 4.6596 0.9216 1.6309 0.2 -0.2 0.0 -0.651
O 4.4997 2.1842 -0.1975 -0.1 -0.3 -0.8 -0.622
S 4.6118 3.5532 0.6759 1.1 1.6 0.5 1.154
O 5.6347 3.4884 1.6454 -0.1 -1.0 0.5 -0.550
O 4.7422 4.6623 -0.1920 -1.1 -0.2 -1.0 -0.664
O 3.1722 3.4255 1.2957 0.6 -0.3 -0.5 -0.207
C 2.6455 2.0553 1.2054 -1.7 1.3 0.2 1.388
C 1.3119 2.2590 0.4785 -0.2 -0.9 0.0 -1.923
C 0.6484 0.9682 -0.0387 -0.6 0.7 -0.3 -0.295
C -0.8708 1.0046 0.2131 0.2 -0.6 -0.1 -0.735
C -1.3254 0.0662 1.3106 -0.5 0.6 0.1 -0.543
O -1.8614 -1.1790 0.7045 1.1 -0.4 -0.5 0.045
C -1.7732 -2.2076 1.5386 -1.4 0.3 1.0 -0.115
O -2.4920 -2.3851 2.4721 0.1 -0.2 0.2 -0.470
B 2.3242 1.6879 2.7463 0.3 -0.6 0.0 0.297
O 1.4594 0.5997 2.9922 0.2 0.0 -0.3 -0.537
O 2.8738 2.3969 3.7441 -0.2 -1.4 -1.0 -0.329
H 6.1870 -1.2241 1.1788 0.1 0.1 0.0 0.408
H 6.6207 -2.7695 0.4527 0.1 0.0 -0.2 0.345
H 5.3943 -2.7124 1.6787 0.0 0.0 0.2 0.362
H 4.8733 -2.6717 -1.0428 0.0 0.0 -0.2 0.479
H 2.7834 -2.4165 -0.2704 -0.2 0.1 0.0 0.201
H 4.3206 -0.6263 -1.7881 -0.3 0.4 -0.1 0.405
H 5.4695 -0.0464 -0.5734 0.0 0.4 0.0 0.419
H 4.4900 0.0146 1.9050 -0.1 -0.1 -0.1 0.382
H 0.6254 2.6868 1.2077 0.1 0.3 0.1 0.504
H 1.3814 2.9850 -0.3262 0.3 0.1 -0.1 0.377
H 0.7982 0.9367 -1.1137 0.3 -0.3 -0.1 0.510
H 1.0788 0.0805 0.4094 0.1 -0.1 0.0 0.211
H -1.4189 0.7315 -0.6869 -0.1 0.0 -0.1 0.168
H -1.1992 2.0081 0.4655 0.0 0.2 0.0 0.586
H -0.5372 -0.2080 2.0042 0.2 0.1 0.0 0.436
H -2.1371 0.5218 1.8689 -0.2 -0.2 0.2 0.283
H -1.0184 -2.9977 1.3404 0.0 1.0 0.6 0.324
H 1.9860 -0.2053 2.9623 -0.2 -0.3 0.1 0.244
H 3.6210 1.8944 4.0899 0.2 0.6 0.7 0.232
Cl 3.2588 4.6339 4.9473 -0.1 0.9 0.4 -0.620
C -0.7192 4.9188 4.2187 0.4 0.1 0.1 -0.149
O 0.2905 5.8979 4.1664 -0.3 -0.2 -0.2 -0.459
H -1.6845 5.4188 4.1339 0.0 0.0 0.0 0.282
H -0.6177 4.2037 3.3879 -0.1 -0.1 0.0 -0.164
H -0.6846 4.3723 5.1678 -0.1 -0.1 -0.1 0.239
H 1.1421 5.4323 4.2436 0.4 0.2 0.3 0.188
C -4.6041 4.3801 -4.0588 -0.3 -0.2 0.3 -1.208
C -3.4278 3.4396 -3.9572 0.2 0.6 -0.4 0.892
O -3.4514 2.6847 -2.7177 0.3 0.1 -0.1 -0.198
C -4.3136 1.7082 -2.6285 0.0 0.0 0.0 0.737
O -5.1101 1.3309 -3.4501 -0.2 0.0 0.1 -0.581
O -4.1957 1.1651 -1.3912 -0.1 0.1 0.0 -0.214
C -5.1233 0.1366 -1.1318 0.8 -0.4 0.2 -0.563
H -4.6467 5.0312 -3.1852 0.1 0.1 0.0 0.314
H -4.5185 4.9950 -4.9527 0.1 0.0 0.0 0.372
H -5.5476 3.8333 -4.1070 0.0 0.0 -0.1 0.369
H -2.4685 3.9930 -3.9314 -1.7 -0.8 0.2 -0.847
H -3.3809 2.7626 -4.8108 -0.1 -0.2 0.1 0.446
H -5.0901 -0.6492 -1.8827 -0.2 0.1 -0.1 0.547
H -6.1295 0.5522 -1.0876 0.6 -0.5 -0.5 -0.373
H -4.8736 -0.2890 -0.1639 0.0 0.1 0.0 0.469
Ca -0.5623 -4.1722 -0.2225 0.5 -1.1 -1.3 0.487
C -8.6217 -2.3216 -1.1847 0.6 -0.1 0.1 -0.538
N -7.1640 -2.4010 -1.0644 -2.0 2.1 -2.4 0.593
O -6.4833 -2.6292 -2.0873 0.7 -0.2 0.4 -0.519
O -6.6796 -2.2474 0.1090 -0.4 13.5 -4.2 -0.675
H -8.8782 -2.4656 -2.2273 0.0 0.0 0.0 0.315
H -9.0706 -3.1092 -0.5659 -0.2 0.4 -0.1 0.206
H -8.9301 -1.3270 -0.8395 -0.3 -0.1 0.2 0.150
Br -0.3728 4.1754 -4.1203 -0.2 3.0 0.8 -0.061
Cs -6.5991 -4.0582 0.6542 1.6 -15.6 6.1 0.765
Cl -1.6214 6.2304 -3.4334 1.8 -2.5 -0.9 -0.115
C 4.3875 -5.8971 -0.5792 -0.3 0.2 0.0 -0.758
C 3.2917 -6.9144 -0.7650 0.1 0.0 0.0 0.710
O 2.1217 -6.6192 -0.6305 -0.3 0.2 0.0 -0.505
C 3.7081 -8.3147 -1.1237 -0.3 0.0 0.0 -1.149
H 3.9514 -4.9335 -0.3212 0.0 0.0 0.0 0.046
H 5.0524 -6.2085 0.2273 0.1 -0.1 -0.1 0.351
H 4.9592 -5.7933 -1.5029 0.1 -0.1 0.1 0.381
H 4.3447 -8.7265 -0.3398 0.1 0.0 -0.1 0.322
H 4.2514 -8.3110 -2.0694 0.2 0.0 0.1 0.325
H 2.8257 -8.9411 -1.2265 0.0 0.0 0.0 0.316
Na -7.6470 1.3142 -0.5913 -0.8 0.5 0.3 0.915